This record from the Open Molecules 2025 dataset describes C23H24N6O2S in the gas phase in a non-equilibrium geometry. The level of theory is the ωB97M-V functional and the def2-TZVPD basis.

Properties
Calculated total energy in Ha: -1768.0721
Kohn-Sham gap in eV: 8.35
Relative energy (zero: lowest compared OMol25 entry of this formula, charge and spin) in eV: 1.598
Structure (SMILES): Cc1nnc(SCC(=O)Nc2c(C)n(C)n(-c3ccccc3)c2=O)n1Cc1ccccc1
HOMO in eV: -7.77

Last column: Löwdin charge in e.
CARTESIAN COORDINATES (ANGSTROEM)
C: 3.72 -0.33 0.79  0.00
C: 2.69 -1.34 1.13  -0.34
N: 2.42 -2.41 0.44  0.07
N: 1.43 -3.08 1.07  0.04
C: 1.11 -2.40 2.13  -0.62
S: -0.16 -2.83 3.24  0.98
C: -0.93 -4.16 2.28  -0.34
C: -1.15 -3.79 0.82  -0.56
O: -1.06 -4.63 -0.06  0.07
N: -1.49 -2.50 0.64  0.12
C: -1.39 -1.72 -0.51  -0.09
C: -0.64 -1.82 -1.64  -0.16
C: 0.25 -2.92 -2.09  0.00
N: -0.74 -0.65 -2.35  -0.08
C: -0.70 -0.59 -3.80  -0.02
N: -1.66 0.17 -1.70  0.06
C: -1.66 1.56 -1.90  -0.21
C: -2.83 2.27 -1.62  -0.01
C: -2.84 3.65 -1.77  -0.07
C: -1.70 4.31 -2.21  -0.10
C: -0.55 3.60 -2.48  -0.09
C: -0.52 2.23 -2.32  -0.03
C: -2.05 -0.43 -0.51  -0.38
O: -2.75 0.08 0.35  0.04
N: 1.88 -1.28 2.24  0.00
C: 1.78 -0.21 3.21  -0.09
C: 1.22 1.03 2.56  -0.21
C: -0.09 1.03 2.09  -0.02
C: -0.61 2.13 1.44  -0.06
C: 0.18 3.26 1.25  -0.07
C: 1.47 3.28 1.73  -0.08
C: 1.99 2.17 2.38  -0.06
H: 4.40 -0.19 1.63  0.08
H: 4.27 -0.68 -0.07  0.08
H: 3.25 0.62 0.56  0.07
H: -0.28 -5.04 2.32  0.09
H: -1.87 -4.38 2.78  0.09
H: -1.78 -1.96 1.44  0.11
H: 0.40 -2.90 -3.17  0.07
H: 1.22 -2.84 -1.59  0.07
H: -0.17 -3.88 -1.79  0.07
H: 0.32 -0.75 -4.14  0.09
H: -1.35 -1.35 -4.25  0.10
H: -1.04 0.39 -4.12  0.09
H: -3.70 1.75 -1.27  0.12
H: -3.74 4.20 -1.55  0.11
H: -1.72 5.39 -2.33  0.10
H: 0.34 4.12 -2.82  0.10
H: 0.39 1.68 -2.51  0.11
H: 2.78 -0.01 3.62  0.13
H: 1.13 -0.56 4.01  0.11
H: -0.71 0.16 2.23  0.10
H: -1.63 2.10 1.08  0.09
H: -0.23 4.11 0.74  0.10
H: 2.09 4.15 1.60  0.10
H: 3.01 2.19 2.76  0.11


This record from the Open Molecules 2025 dataset describes a molecular structure, C39H48IrN3OP2S2Si in a non-equilibrium geometry. The level of theory is the ωB97M-V functional and the def2-TZVPD basis.

Properties
Calculated total energy in Ha: -3626.1078
Kohn-Sham gap (spin up / spin down) in eV: 4.83 / 3.56
HOMO (spin up / spin down) in eV: -12.86 / -15.18
Total charge: +3
Spin multiplicity: 6

Last column: Mulliken spin population.
CARTESIAN COORDINATES (ANGSTROEM)
Ir: -0.23 -0.89 0.26  1.61
C: -1.90 1.05 -2.18  0.03
P: -2.06 -0.43 -1.31  0.07
C: -3.34 -0.03 -0.15  0.25
N: -4.60 0.13 -0.76  0.34
C: -5.64 0.55 0.03  0.09
C: -6.84 0.97 -0.75  0.38
C: -7.99 1.22 -0.06  0.03
C: -7.86 0.85 1.40  0.26
C: -6.73 0.71 2.12  0.27
C: -5.52 0.52 1.31  0.04
N: -4.34 0.08 1.90  0.31
C: -3.22 0.04 1.26  -0.04
P: -1.55 -0.59 2.08  0.02
C: -1.22 0.94 2.84  -0.02
C: -1.89 -1.75 3.50  -0.01
C: -0.51 -1.58 4.23  0.00
C: -3.04 -1.56 4.57  0.00
C: -2.20 -3.17 2.83  0.01
C: -2.18 -1.81 -2.47  0.01
C: -3.63 -1.71 -2.98  0.00
C: -1.11 -1.66 -3.65  0.00
C: -2.44 -3.07 -1.48  0.01
H: -0.94 0.99 -2.79  0.01
H: -2.01 1.96 -1.67  0.00
H: -2.75 0.99 -2.80  0.00
H: -6.71 1.63 -1.53  0.01
H: -8.96 1.47 -0.47  0.01
H: -8.83 0.94 1.86  0.01
H: -6.61 0.51 3.26  0.00
H: -1.96 1.25 3.53  0.00
H: -1.18 1.70 2.06  0.00
H: -0.24 1.03 3.29  0.00
H: -0.38 -2.32 5.02  0.00
H: -0.53 -0.61 4.71  0.00
H: 0.31 -1.45 3.56  0.01
H: -3.09 -0.61 5.12  0.00
H: -2.92 -2.39 5.30  0.00
H: -3.99 -1.82 4.04  0.00
H: -1.23 -3.67 2.53  0.00
H: -2.86 -3.07 1.97  0.00
H: -2.76 -3.77 3.52  0.00
H: -3.94 -0.70 -3.25  0.00
H: -4.33 -1.96 -2.16  0.00
H: -3.76 -2.29 -3.90  0.00
H: -1.42 -0.75 -4.09  0.00
H: -1.22 -2.54 -4.33  0.00
H: -0.15 -1.61 -3.23  0.00
H: -3.15 -2.75 -0.73  -0.01
H: -1.55 -3.37 -0.90  -0.01
H: -2.96 -3.86 -1.96  0.00
S: 1.48 -2.28 0.87  0.16
C: 2.52 -1.88 2.18  0.04
N: 2.96 -0.71 2.42  0.03
C: 4.04 -0.51 3.49  0.00
C: 4.06 -1.84 4.27  0.00
S: 3.25 -3.10 3.17  0.01
H: 2.64 0.09 1.86  0.01
H: 3.81 0.30 4.08  0.00
H: 4.92 -0.34 2.93  0.00
H: 3.57 -1.76 5.20  0.00
H: 5.10 -2.17 4.29  0.00
O: 0.89 -0.18 -1.31  0.03
Si: 2.32 0.83 -1.37  0.11
C: 3.81 -0.13 -2.14  -0.01
C: 4.30 0.00 -3.44  0.01
C: 5.31 -0.96 -4.03  0.00
C: 5.70 -2.04 -3.34  0.00
C: 5.11 -2.22 -2.10  0.00
C: 4.17 -1.33 -1.56  0.00
C: 2.10 2.22 -2.69  0.22
C: 1.40 1.97 -3.89  -0.02
C: 1.23 2.87 -4.91  0.27
C: 1.83 4.18 -4.75  0.25
C: 2.42 4.54 -3.56  0.05
C: 2.49 3.59 -2.61  0.15
C: 3.15 1.61 0.15  0.02
C: 2.53 2.61 0.93  -0.01
C: 3.26 3.37 1.88  0.00
C: 4.62 3.21 2.06  0.00
C: 5.34 2.33 1.17  0.00
C: 4.56 1.58 0.29  -0.01
H: 4.17 0.86 -4.11  0.01
H: 5.69 -0.71 -4.96  0.00
H: 6.27 -2.80 -3.83  0.00
H: 5.41 -3.04 -1.46  0.00
H: 3.76 -1.55 -0.48  0.01
H: 0.87 1.00 -3.88  -0.01
H: 0.59 2.71 -5.77  0.00
H: 1.85 4.89 -5.56  -0.01
H: 2.81 5.50 -3.30  0.00
H: 2.90 3.84 -1.68  0.00
H: 1.51 2.81 0.79  0.00
H: 2.69 4.19 2.38  0.00
H: 5.19 3.74 2.83  0.00
H: 6.42 2.22 1.16  0.00
H: 5.13 0.74 -0.16  0.00


This record from the Open Molecules 2025 dataset describes a molecular structure, C31H45AuClO11P2Si in a non-equilibrium geometry. The level of theory is the ωB97M-V functional and the def2-TZVPD basis.

Properties
Calculated total energy in Ha: -3603.6234
Kohn-Sham gap (spin up / spin down) in eV: 3.79 / 3.73
HOMO (spin up / spin down) in eV: -11.18 / -11.17
Total charge: +1

Last column: Löwdin charge in e.
CARTESIAN COORDINATES (ANGSTROEM)
Au: 1.88 0.83 0.69  1.30
O: 4.33 1.90 3.24  -0.20
Cl: 3.73 0.71 2.86  0.68
O: 4.07 -0.36 3.69  -0.21
O: 2.26 0.87 2.86  -0.40
O: 4.03 0.39 1.48  -0.33
C: -4.46 -0.42 1.92  -0.03
C: -3.34 -1.40 2.27  -0.43
C: -3.76 -2.84 2.01  -0.02
O: -2.20 -1.09 1.45  -0.16
P: -0.75 -0.84 2.03  0.50
O: 0.19 -0.88 0.89  -0.29
C: -0.78 0.70 3.01  -0.18
P: -0.90 2.13 1.91  0.51
O: 0.20 2.28 0.92  -0.29
O: -0.88 3.42 2.81  -0.15
C: -2.00 4.18 3.31  -0.42
C: -2.82 3.38 4.31  -0.03
C: -1.41 5.45 3.92  -0.03
O: -2.31 2.03 1.19  -0.19
C: -2.42 2.44 -0.20  -0.42
C: -2.24 1.23 -1.10  -0.02
C: -3.76 3.13 -0.37  -0.02
O: -0.56 -1.93 3.18  -0.16
C: 0.38 -3.01 3.16  -0.40
C: 0.10 -3.96 2.01  -0.03
C: 1.81 -2.49 3.13  -0.04
H: -5.27 -0.53 2.63  0.09
H: -4.83 -0.62 0.92  0.09
H: -4.08 0.60 1.95  0.06
H: -3.06 -1.29 3.32  0.13
H: -3.94 -2.99 0.95  0.09
H: -4.66 -3.07 2.57  0.09
H: -2.97 -3.52 2.32  0.06
H: 0.18 0.79 3.51  0.06
H: -1.58 0.68 3.75  0.09
H: -2.64 4.44 2.45  0.13
H: -2.20 3.05 5.14  0.09
H: -3.28 2.52 3.83  0.07
H: -3.62 4.02 4.71  0.10
H: -0.80 5.19 4.78  0.09
H: -2.21 6.12 4.22  0.09
H: -0.78 5.95 3.18  0.09
H: -1.61 3.15 -0.40  0.14
H: -3.02 0.49 -0.89  0.09
H: -1.27 0.77 -0.91  0.06
H: -2.30 1.54 -2.14  0.10
H: -4.58 2.45 -0.15  0.09
H: -3.86 3.47 -1.40  0.09
H: -3.85 3.99 0.29  0.08
H: 0.19 -3.52 4.12  0.15
H: 0.25 -3.42 1.07  0.05
H: -0.92 -4.32 2.05  0.08
H: 0.78 -4.81 2.06  0.10
H: 1.99 -1.95 2.20  0.06
H: 2.51 -3.32 3.21  0.10
H: 1.99 -1.82 3.96  0.08
O: 1.75 0.81 -1.34  -0.31
Si: 1.86 -0.18 -2.54  0.53
C: 1.86 0.91 -4.09  -0.22
C: 2.37 0.41 -5.29  -0.09
C: 2.41 1.22 -6.42  -0.07
C: 1.94 2.52 -6.36  -0.07
C: 1.42 3.02 -5.17  -0.08
C: 1.38 2.21 -4.04  -0.09
C: 0.54 -1.58 -2.72  -0.24
C: 0.36 -2.51 -1.72  -0.12
C: -0.70 -3.40 -1.81  -0.08
C: -1.55 -3.37 -2.90  -0.08
C: -1.34 -2.45 -3.92  -0.08
C: -0.29 -1.55 -3.83  -0.09
C: 3.47 -1.26 -2.42  -0.22
C: 3.61 -2.56 -2.90  -0.09
C: 4.85 -3.18 -2.79  -0.07
C: 5.91 -2.52 -2.21  -0.08
C: 5.76 -1.23 -1.74  -0.08
C: 4.53 -0.60 -1.83  -0.12
H: 2.74 -0.60 -5.35  0.11
H: 2.83 0.83 -7.34  0.11
H: 1.96 3.14 -7.24  0.11
H: 1.06 4.03 -5.12  0.10
H: 0.99 2.59 -3.11  0.09
H: 1.02 -2.54 -0.88  0.08
H: -0.86 -4.13 -1.02  0.10
H: -2.36 -4.07 -2.98  0.10
H: -1.98 -2.43 -4.79  0.11
H: -0.14 -0.82 -4.62  0.09
H: 2.79 -3.08 -3.35  0.10
H: 4.96 -4.19 -3.17  0.11
H: 6.86 -3.03 -2.11  0.11
H: 6.59 -0.70 -1.29  0.11
H: 4.41 0.39 -1.44  0.08


This record from the Open Molecules 2025 dataset describes 2 unconnected molecules or ions with the total composition C4H10S in a non-equilibrium geometry. The level of theory is the ωB97M-V functional and the def2-TZVPD basis.

Properties
Calculated total energy in Ha: -556.5107
Kohn-Sham gap in eV: 9.60
Relative energy (zero: lowest compared OMol25 entry of this formula, charge and spin) in eV: 1.941
Structure (SMILES): C=C.CSC
HOMO in eV: -8.64

Last column: Löwdin charge in e.
CARTESIAN COORDINATES (ANGSTROEM)
C: -1.45 1.62 3.62  -0.09
C: -1.37 1.01 2.43  -0.08
H: -0.86 1.59 4.57  0.06
H: -2.18 2.32 3.90  0.02
H: -0.61 0.21 2.26  0.06
H: -2.06 1.25 1.66  0.03
C: 0.80 -1.89 -2.86  -0.46
S: 1.64 -0.25 -2.88  0.68
C: 1.13 0.16 -1.18  -0.45
H: -0.30 -1.74 -2.63  0.04
H: 1.40 -2.68 -2.43  0.02
H: 0.63 -2.28 -4.00  0.08
H: 1.48 -0.64 -0.55  0.02
H: 1.66 1.08 -0.79  0.06
H: 0.07 0.26 -1.13  0.01


This record from the Open Molecules 2025 dataset describes 4 unconnected molecules or ions with the total composition C21H25B3F24O8 in a non-equilibrium geometry. The level of theory is the ωB97M-V functional and the def2-TZVPD basis.

Properties
Calculated total energy in Ha: -3888.5406
Kohn-Sham gap in eV: 10.59
Structure (SMILES): FC(F)C(F)(F)COC(F)(F)C(F)F.FC(F)C(F)(F)COC(F)(F)C(F)F.FC(F)C(F)(F)COC(F)(F)C(F)F.CC(=O)OCCCCB1OBOBO1
HOMO in eV: -10.33

Last column: Löwdin charge in e.
CARTESIAN COORDINATES (ANGSTROEM)
F: 4.39 5.81 0.76  0.08
C: 4.55 4.54 1.20  -0.29
F: 5.89 4.38 1.40  0.09
C: 4.03 3.50 0.22  -0.43
F: 4.74 3.51 -0.94  0.13
F: 4.24 2.26 0.77  0.10
C: 2.53 3.61 -0.10  -0.06
O: 2.19 4.30 -1.30  0.04
C: 2.13 5.72 -1.19  -0.47
F: 2.15 6.06 0.12  0.12
F: 0.90 6.08 -1.65  0.13
C: 3.22 6.43 -2.01  -0.26
F: 4.46 6.02 -1.66  0.09
F: 3.19 7.78 -1.80  0.09
H: 4.06 4.45 2.17  0.18
H: 2.18 2.58 -0.28  0.13
H: 1.94 3.95 0.75  0.15
H: 3.09 6.24 -3.08  0.17
F: 2.28 4.65 -6.89  0.08
C: 3.13 5.48 -7.53  -0.29
F: 4.33 5.35 -6.90  0.09
C: 2.67 6.93 -7.51  -0.43
F: 2.65 7.43 -6.25  0.12
F: 3.59 7.68 -8.19  0.10
C: 1.31 7.19 -8.18  -0.05
O: 0.17 7.25 -7.31  0.03
C: -0.39 5.99 -6.94  -0.48
F: 0.13 5.03 -7.75  0.12
F: -1.71 6.07 -7.25  0.14
C: -0.23 5.67 -5.45  -0.26
F: 1.07 5.69 -5.07  0.08
F: -0.69 4.43 -5.16  0.10
H: 3.26 5.12 -8.56  0.18
H: 1.36 8.19 -8.62  0.15
H: 1.13 6.53 -9.03  0.15
H: -0.77 6.40 -4.83  0.18
F: -4.74 -4.98 5.90  0.08
C: -5.76 -5.30 6.73  -0.29
F: -5.93 -4.23 7.55  0.09
C: -5.48 -6.56 7.55  -0.43
F: -4.44 -6.38 8.40  0.12
F: -6.57 -6.80 8.35  0.10
C: -5.24 -7.84 6.72  -0.05
O: -3.88 -8.19 6.48  0.03
C: -3.26 -7.52 5.39  -0.48
F: -4.21 -6.90 4.65  0.11
F: -2.75 -8.50 4.59  0.14
C: -2.13 -6.58 5.83  -0.26
F: -2.56 -5.65 6.71  0.09
F: -1.62 -5.90 4.77  0.07
H: -6.67 -5.42 6.13  0.18
H: -5.64 -8.67 7.32  0.15
H: -5.84 -7.85 5.80  0.15
H: -1.31 -7.14 6.30  0.18
C: -2.47 -5.00 2.21  -0.02
C: -2.35 -4.23 0.74  -0.29
O: -3.19 -3.22 0.53  -0.03
O: -1.36 -4.77 -0.21  -0.09
C: -0.76 -3.74 -1.06  -0.17
C: 0.90 -3.88 -1.09  -0.16
C: 1.57 -4.07 0.40  -0.20
C: 2.18 -2.67 1.04  -0.10
B: 1.00 -1.49 1.21  -0.40
O: -0.14 -1.80 2.09  0.13
B: -1.08 -0.66 2.19  -0.18
O: -0.50 0.70 2.08  0.09
B: 0.19 0.78 0.76  -0.20
O: 1.21 -0.24 0.44  0.13
H: -2.68 -4.26 3.10  0.10
H: -1.51 -5.68 2.39  0.09
H: -3.42 -5.72 2.09  0.10
H: -0.98 -2.63 -0.74  0.13
H: -1.13 -3.87 -2.18  0.14
H: 1.14 -4.85 -1.74  0.12
H: 1.41 -2.96 -1.66  0.14
H: 2.51 -4.79 0.26  0.12
H: 0.86 -4.64 1.17  0.12
H: 3.09 -2.23 0.41  0.12
H: 2.64 -2.91 2.11  0.12
H: -2.24 -0.76 2.41  0.11
H: -0.03 1.63 -0.02  0.10


This record from the Open Molecules 2025 dataset describes a molecular structure, C5H11N in a non-equilibrium geometry. The level of theory is the ωB97M-V functional and the def2-TZVPD basis.

Properties
Calculated total energy in Ha: -251.5427
Kohn-Sham gap in eV: 5.24
Relative energy (zero: lowest compared OMol25 entry of this formula, charge and spin) in eV: 8.702
HOMO in eV: -5.66

Last column: Löwdin charge in e.
CARTESIAN COORDINATES (ANGSTROEM)
C: -0.08 -0.17 2.03  -0.08
C: 0.49 -1.00 0.84  -0.17
C: 0.45 -0.22 -0.49  -0.25
C: -0.72 -0.28 -1.38  -0.36
N: -1.75 0.59 -0.95  -0.08
C: 1.28 0.93 -0.78  0.02
H: 0.38 -0.40 3.02  0.09
H: -1.22 -0.35 1.98  0.10
H: -0.08 0.88 1.75  0.05
H: -0.04 -1.95 0.74  0.11
H: 1.55 -1.26 0.97  0.11
H: -0.87 -1.24 -1.77  0.09
H: -0.71 0.66 -1.90  0.08
H: -2.47 0.75 -1.67  0.01
H: 2.29 0.76 -0.56  0.08
H: 1.17 1.31 -1.78  0.09
H: 0.33 1.00 -0.06  0.12


This record from the Open Molecules 2025 dataset describes 3 unconnected molecules or ions with the total composition C5H15O3 in a non-equilibrium geometry. The level of theory is the ωB97M-V functional and the def2-TZVPD basis.

Properties
Calculated total energy in Ha: -425.1959
Kohn-Sham gap in eV: 7.08
Relative energy (zero: lowest compared OMol25 entry of this formula, charge and spin) in eV: 1.447
HOMO in eV: -3.42
Total charge: -1

Last column: Löwdin charge in e.
CARTESIAN COORDINATES (ANGSTROEM)
C: 0.03 -1.73 -0.27  -0.43
O: 1.17 -1.77 0.51  -0.31
C: -0.74 -0.36 -0.42  -0.20
C: -0.02 0.64 -1.31  -0.41
C: 0.61 1.85 -0.54  -0.07
C: -1.05 1.27 -2.28  -0.12
H: 0.39 -2.05 -1.30  0.10
H: -0.73 -2.41 0.13  0.07
H: -0.77 0.01 0.60  0.07
H: -1.66 -0.80 -0.89  0.11
H: 0.69 0.15 -2.00  0.12
H: 1.63 1.96 -0.95  0.07
H: 0.24 2.84 -0.75  0.05
H: 0.53 1.60 0.51  0.06
H: -1.80 1.65 -1.56  0.08
H: -1.63 0.53 -2.85  0.07
H: -0.66 2.05 -2.92  0.06
H: -1.49 -0.61 2.23  0.04
H: -2.87 -0.49 1.48  0.03
O: -2.31 -0.12 2.17  -0.07
H: 1.89 -0.72 1.10  -0.04
H: 2.60 0.65 1.15  -0.05
O: 2.48 -0.08 1.75  -0.22


This record from the Open Molecules 2025 dataset describes C15H22N2O2 in the gas phase. The level of theory is the ωB97M-V functional and the def2-TZVPD basis.

Properties
Calculated total energy in Ha: -844.7699
Kohn-Sham gap in eV: 8.77
Relative energy (zero: lowest compared OMol25 entry of this formula, charge and spin) in eV: 0.861
Structure (SMILES): Cc1ccc(C(=O)NCCN2CCOCC2)cc1C
HOMO in eV: -8.05

Last column: Löwdin charge in e.
CARTESIAN COORDINATES (ANGSTROEM)
C: 2.49 -4.27 3.98  -0.05
C: 1.93 -3.43 2.89  -0.23
C: 0.70 -2.81 3.04  -0.04
C: 0.16 -2.02 2.05  -0.04
C: 0.86 -1.82 0.86  -0.14
C: 0.33 -0.99 -0.26  -0.45
O: 0.56 -1.22 -1.43  0.07
N: -0.44 0.05 0.15  0.06
C: -1.03 0.99 -0.77  -0.16
C: -0.25 2.33 -0.78  -0.17
N: -0.83 3.45 -1.46  -0.18
C: -1.93 4.16 -0.83  -0.16
C: -3.32 3.68 -1.27  -0.20
O: -3.44 3.68 -2.67  -0.13
C: -2.45 2.87 -3.27  -0.19
C: -1.04 3.35 -2.89  -0.15
C: 2.09 -2.45 0.70  0.03
C: 2.64 -3.25 1.69  -0.22
C: 3.97 -3.91 1.48  -0.04
H: 1.82 -4.29 4.84  0.08
H: 3.46 -3.89 4.31  0.08
H: 2.64 -5.30 3.64  0.08
H: 0.14 -2.97 3.95  0.11
H: -0.82 -1.58 2.19  0.11
H: -0.48 0.28 1.13  0.13
H: -1.01 0.53 -1.76  0.12
H: -2.07 1.16 -0.47  0.11
H: -0.08 2.64 0.26  0.12
H: 0.73 2.14 -1.23  0.13
H: -1.83 4.08 0.26  0.12
H: -1.84 5.22 -1.11  0.12
H: -4.09 4.35 -0.89  0.12
H: -3.52 2.66 -0.88  0.11
H: -2.61 2.96 -4.35  0.12
H: -2.60 1.83 -2.97  0.11
H: -0.29 2.68 -3.32  0.13
H: -0.90 4.35 -3.31  0.12
H: 2.61 -2.31 -0.24  0.12
H: 4.36 -3.68 0.50  0.08
H: 3.87 -4.99 1.58  0.08
H: 4.68 -3.57 2.23  0.08


Question: Which of these has the highest calculated total energy?
Answer: C5H11N


Question: Among the records above, which one has the highest calculated total energy?
Answer: C5H11N


Question: The lowest calculated total energy belongs to which entry?
Answer: C21H25B3F24O8